Entry from the Open Molecules 2025 dataset: a single C5H9NO2 molecule (ωB97M-V with the def2-TZVPD basis set).

Values from the calculation:
2S+1	1
relative energy (zero: lowest compared OMol25 entry of this formula, charge and spin)	113.98	kcal per mole
HOMO energy	-8.3	eV
frontier orbital gap	8.8	eV

The geometry in XYZ format:
```
17
Properties=species:S:1:pos:R:3:forces:R:3
C -0.242364 2.974884 0.634264 1.9 -1.2 1.0
C -0.321026 0.602499 -0.314104 -0.7 -5.8 1.4
C -0.305869 -0.363568 0.990414 0.8 -1.0 -7.1
C 0.916161 -0.368139 -0.049262 -0.5 4.2 3.2
C 1.233333 -1.349942 -0.987752 -2.9 -5.0 -0.1
H 0.667927 2.587481 1.384861 -2.2 1.2 -2.2
H -1.179386 2.878771 1.320378 1.5 1.0 -1.2
H 0.063816 4.032091 0.120157 -1.1 -2.6 1.7
H -1.364219 2.085256 -0.768654 -0.3 0.4 -0.7
H -0.911456 -0.114420 -1.015850 0.5 2.2 0.6
H -0.326408 0.032921 1.905107 1.0 1.8 3.4
H -0.957147 -2.059192 0.150881 0.5 1.3 1.5
H 1.773474 0.114919 0.383165 0.5 0.5 -0.1
H 2.196211 -1.223772 -1.584886 -1.2 -0.7 0.4
N -0.401848 1.972315 -0.505563 0.0 1.9 0.5
O -1.022545 -1.520510 1.008506 -1.5 -1.4 -0.8
O 0.418633 -2.368824 -1.008203 3.6 3.1 -1.7
```
Positions in Å, forces in eV/Å.

Mulliken atomic charge list, values in e, 4 entries: atom 1 (C): -0.6816, atom 2 (C): -0.0758, atom 3 (C): -0.3145, atom 4 (C): -0.2711